{"formula": "C44H51BCsN9O2Sb2", "method": "ωB97M-V/def2-TZVPD", "elements": ["Cs", "C", "C", "C", "C", "C", "C", "C", "C", "N", "C", "O", "C", "C", "C", "C", "C", "N", "C", "O", "N", "C", "C", "C", "C", "C", "C", "C", "C", "H", "H", "H", "H", "H", "H", "H", "H", "H", "H", "H", "H", "H", "H", "H", "H", "H", "H", "H", "H", "H", "C", "C", "N", "N", "C", "B", "N", "C", "C", "C", "N", "N", "C", "C", "C", "N", "H", "H", "H", "H", "H", "H", "H", "H", "H", "H", "C", "Sb", "C", "C", "C", "C", "C", "C", "C", "C", "C", "Sb", "C", "C", "H", "H", "H", "H", "H", "H", "H", "H", "H", "H", "H", "H", "H", "H", "H", "H", "H", "H", "H", "H"], "positions_angstrom": [[0.08619, -0.63269, -1.06042], [-2.02041, -4.61632, -2.51529], [-3.05249, -4.07595, -1.57541], [-4.40490, -4.24476, -1.83748], [-5.37253, -3.73974, -0.98408], [-4.97677, -3.05512, 0.15217], [-3.63156, -2.87077, 0.44294], [-3.19880, -2.12336, 1.65575], [-2.65266, -3.37581, -0.42120], [-1.28971, -3.08999, -0.22850], [-0.52029, -4.10368, 0.12331], [-0.86589, -5.22605, 0.54816], [0.98761, -3.94529, -0.18280], [1.61699, -5.10543, -0.63184], [2.93250, -5.03405, -1.04991], [3.59185, -3.81939, -0.99231], [2.90916, -2.70573, -0.51256], [1.63163, -2.77690, -0.11436], [3.69987, -1.37583, -0.50933], [4.94396, -1.48631, -0.51094], [2.96898, -0.28099, -0.58319], [3.60715, 0.95690, -0.64418], [3.37234, 1.76585, -1.77952], [2.66486, 1.19203, -2.96777], [3.85640, 3.06450, -1.80859], [4.57585, 3.58854, -0.74019], [4.84146, 2.77960, 0.35002], [4.38940, 1.46391, 0.40616], [4.77961, 0.59621, 1.56515], [-2.49277, -5.08926, -3.37810], [-1.39182, -5.35269, -2.00996], [-1.36496, -3.81956, -2.87458], [-4.70013, -4.77610, -2.73720], [-6.42520, -3.86828, -1.20995], [-5.72024, -2.64792, 0.83102], [-4.04847, -1.82106, 2.27182], [-2.65194, -1.22601, 1.36427], [-2.51917, -2.72324, 2.26563], [1.04788, -6.02421, -0.63483], [3.43837, -5.91913, -1.42245], [4.62269, -3.69110, -1.28971], [3.18491, 0.29098, -3.30433], [2.62233, 1.90725, -3.79048], [1.63421, 0.90187, -2.76349], [3.66451, 3.66880, -2.68982], [4.93342, 4.61187, -0.76668], [5.42340, 3.16552, 1.18292], [4.88927, 1.18565, 2.48019], [5.72279, 0.08853, 1.35194], [4.04733, -0.19253, 1.73244], [-1.06069, -1.53892, -5.65552], [-0.25926, -1.41685, -4.51210], [-0.62242, -0.36922, -3.78970], [-1.65449, 0.19917, -4.42474], [-1.94025, -0.47975, -5.55069], [-2.38783, 1.44953, -3.86400], [-3.27629, 1.12535, -2.65310], [-4.58993, 0.84402, -2.75364], [-5.07787, 0.55957, -1.49827], [-3.94457, 0.66355, -0.67950], [-2.87288, 1.01010, -1.37272], [-1.39000, 2.58095, -3.60370], [-1.16192, 3.60567, -4.44629], [-0.08056, 4.32207, -3.98167], [0.28307, 3.63947, -2.81173], [-0.50552, 2.60086, -2.59157], [-1.01795, -2.28713, -6.42831], [0.55831, -2.03588, -4.17522], [-2.74811, -0.15148, -6.18393], [-3.12998, 1.80747, -4.75037], [-5.07534, 0.88250, -3.71498], [-6.08092, 0.28536, -1.22210], [-3.86260, 0.50870, 0.38533], [-1.78747, 3.73057, -5.31545], [0.37054, 5.20013, -4.41140], [1.09833, 3.84188, -2.13506], [0.24788, -2.73378, 3.52409], [0.31179, -0.90161, 2.39381], [-1.34081, 0.04319, 3.44961], [1.88171, 0.01578, 3.64495], [1.39711, 0.99012, 4.64951], [1.00011, 0.53841, 5.91024], [0.44688, 1.38672, 6.85246], [0.27827, 2.72736, 6.54575], [0.68488, 3.19617, 5.30819], [1.25320, 2.35868, 4.34719], [1.68248, 2.94527, 3.04765], [0.31683, 2.73045, 1.35352], [0.96840, 4.59747, 0.52315], [-1.39098, 3.55961, 2.35873], [-0.00686, -2.53213, 4.56637], [1.22781, -3.20747, 3.47040], [-0.48064, -3.41236, 3.08406], [-1.00505, 0.68442, 4.26453], [-1.95665, -0.75431, 3.86481], [-1.95056, 0.62949, 2.76418], [2.59080, 0.46645, 2.95932], [2.37525, -0.82755, 4.13283], [1.11646, -0.51610, 6.13625], [0.14152, 0.99920, 7.81736], [-0.15991, 3.40965, 7.26452], [0.56924, 4.24782, 5.06911], [2.63146, 2.53368, 2.70202], [1.81891, 4.02295, 3.16585], [0.98043, 5.33136, 1.33111], [0.28795, 4.92190, -0.26038], [1.97023, 4.48523, 0.11169], [-1.17122, 4.56741, 2.71576], [-1.65992, 2.93088, 3.20694], [-2.22664, 3.59524, 1.66238]], "atomic_forces_ev_per_a": [[-0.72, 1.04, -0.28], [0.10, -0.03, -0.06], [-0.11, 0.04, 0.11], [0.05, -0.04, -0.05], [-0.14, 0.02, 0.01], [-0.01, -0.01, 0.05], [-0.06, -0.08, -0.16], [0.09, 0.11, 0.21], [0.19, 0.04, -0.07], [-0.07, -0.26, 0.07], [0.34, -0.08, -0.08], [-0.03, -0.04, 0.01], [-0.20, -0.21, 0.08], [0.00, -0.02, 0.05], [0.00, -0.03, 0.00], [0.02, 0.03, 0.07], [0.22, 0.07, 0.01], [0.26, -0.25, 0.08], [-0.10, -0.30, 0.04], [0.07, 0.01, -0.05], [0.15, -0.18, 0.01], [-0.16, -0.08, -0.03], [0.05, 0.07, 0.20], [-0.10, -0.18, -0.15], [0.02, 0.03, 0.00], [0.00, 0.09, -0.07], [0.03, 0.01, 0.07], [0.06, 0.05, 0.01], [0.02, -0.04, 0.08], [-0.01, -0.01, -0.01], [0.02, -0.02, -0.01], [0.01, 0.02, 0.01], [-0.01, 0.00, 0.00], [0.01, 0.00, 0.00], [-0.01, 0.00, -0.01], [-0.02, 0.00, -0.01], [0.06, 0.06, 0.02], [-0.02, 0.00, 0.00], [0.01, 0.01, -0.01], [0.00, 0.01, 0.01], [-0.01, -0.01, 0.00], [-0.02, 0.00, -0.03], [0.07, 0.03, 0.01], [0.08, 0.12, 0.00], [0.02, 0.03, 0.01], [0.00, 0.00, 0.00], [-0.01, 0.00, -0.01], [0.01, 0.01, 0.00], [-0.03, 0.00, 0.00], [0.03, 0.02, -0.01], [-0.12, -0.02, -0.09], [0.01, 0.00, -0.05], [-0.08, 0.09, -0.38], [0.08, -0.06, 0.05], [-0.09, 0.06, -0.05], [-0.07, -0.01, -0.21], [-0.08, -0.13, 0.14], [-0.20, 0.14, -0.07], [-0.01, -0.14, -0.11], [-0.01, 0.12, 0.12], [0.31, -0.05, -0.03], [0.07, 0.16, 0.11], [-0.07, 0.04, -0.23], [-0.08, 0.07, -0.07], [0.08, -0.01, 0.09], [0.12, -0.23, 0.13], [0.00, 0.00, -0.01], [0.05, -0.06, -0.04], [0.00, -0.05, -0.04], [-0.03, 0.04, -0.06], [-0.04, 0.00, 0.02], [-0.02, -0.03, -0.01], [-0.01, -0.01, 0.03], [0.04, 0.05, -0.01], [-0.01, 0.02, -0.02], [0.01, 0.00, 0.00], [0.04, 0.09, 0.12], [-0.12, 0.15, 0.46], [-0.05, -0.14, 0.09], [0.18, -0.06, 0.08], [-0.06, 0.04, 0.06], [0.05, 0.01, -0.05], [-0.03, -0.07, 0.10], [-0.05, 0.12, 0.05], [0.01, -0.01, -0.03], [-0.04, -0.07, 0.13], [0.10, 0.18, -0.02], [0.06, -0.29, -0.18], [-0.04, 0.07, 0.14], [0.05, 0.13, 0.12], [0.00, -0.03, 0.00], [0.03, -0.02, 0.00], [-0.02, -0.02, -0.03], [0.00, -0.02, -0.04], [-0.07, -0.01, 0.01], [0.00, -0.02, -0.08], [-0.03, -0.02, -0.06], [0.01, 0.00, -0.03], [0.00, -0.01, 0.01], [0.00, 0.01, 0.00], [0.00, -0.02, 0.01], [-0.01, 0.01, 0.00], [0.02, -0.04, -0.04], [0.00, -0.02, -0.02], [0.02, 0.05, -0.03], [-0.04, -0.01, -0.02], [0.05, -0.03, -0.03], [-0.01, 0.01, 0.00], [0.00, 0.01, -0.01], [-0.04, -0.01, -0.04]], "lowdin_charge": [0.90, -0.03, -0.20, -0.07, -0.12, -0.08, -0.22, -0.07, -0.21, 0.00, -0.56, -0.04, -0.20, -0.02, -0.07, -0.03, -0.20, -0.02, -0.52, -0.04, 0.00, -0.21, -0.21, -0.06, -0.09, -0.13, -0.08, -0.21, -0.06, 0.07, 0.07, 0.07, 0.09, 0.08, 0.10, 0.08, 0.04, 0.07, 0.10, 0.09, 0.10, 0.09, 0.07, -0.02, 0.10, 0.09, 0.10, 0.07, 0.08, 0.06, -0.09, -0.20, -0.10, -0.04, -0.11, -0.55, -0.04, -0.11, -0.08, -0.18, 0.05, -0.04, -0.11, -0.08, -0.19, 0.08, 0.08, 0.10, 0.10, 0.11, 0.10, 0.08, 0.09, 0.10, 0.07, 0.07, -0.32, 1.27, -0.32, -0.31, -0.30, -0.07, -0.11, -0.11, -0.07, -0.28, -0.32, 1.33, -0.33, -0.33, -0.01, 0.00, -0.01, -0.01, 0.00, -0.02, 0.01, 0.06, 0.11, 0.09, 0.09, 0.10, 0.04, 0.05, 0.00, -0.01, -0.01, 0.00, -0.02, 0.00], "energy_ha": -2876.21979, "total_charge": -2, "homo_ev": -2.8, "largest_force_ev_per_a": 1.29, "e_lumo_ev": 3.79, "homo_lumo_gap_ev": 6.6021, "e_above_lowest_ev": 1.169}